No. 1
{
  "formula": "C18H27Cl13O2",
  "method": "ωB97M-V/def2-TZVPD",
  "elements": ["O", "C", "C", "C", "C", "O", "C", "Cl", "C", "H", "H", "H", "Cl", "C", "C", "Cl", "H", "H", "H", "H", "Cl", "C", "C", "Cl", "H", "H", "H", "H", "Cl", "C", "C", "Cl", "H", "H", "H", "H", "Cl", "C", "C", "Cl", "H", "H", "H", "H", "Cl", "C", "C", "Cl", "H", "H", "H", "H", "Cl", "C", "C", "Cl", "H", "H", "H", "H"],
  "coordinates": [[4.18, -6.35, -1.72], [3.92, -5.48, -2.52], [2.59, -5.38, -3.18], [2.09, -4.17, -3.41], [2.90, -2.98, -3.03], [2.41, -1.94, -2.67], [4.39, -3.19, -3.08], [5.33, -1.80, -3.40], [4.89, -4.40, -2.85], [2.07, -6.29, -3.43], [1.12, -3.99, -3.84], [5.94, -4.62, -2.85], [2.52, 1.33, 2.36], [2.25, 0.59, 0.74], [3.53, 0.21, 0.06], [4.49, 1.63, -0.43], [1.68, 1.31, 0.15], [1.64, -0.30, 0.90], [3.29, -0.35, -0.85], [4.15, -0.41, 0.70], [-2.20, 0.46, -4.19], [-2.41, 0.78, -2.44], [-1.18, 1.34, -1.80], [0.13, 0.13, -1.72], [-2.68, -0.15, -1.96], [-3.23, 1.50, -2.35], [-1.42, 1.62, -0.77], [-0.80, 2.22, -2.33], [-0.71, 5.44, -3.17], [-0.79, 5.92, -1.46], [-1.08, 4.75, -0.56], [-2.74, 4.13, -0.80], [-1.55, 6.69, -1.37], [0.18, 6.34, -1.20], [-1.01, 5.04, 0.49], [-0.39, 3.93, -0.74], [-2.79, 6.04, 3.57], [-2.54, 4.47, 4.38], [-1.14, 3.95, 4.18], [-0.85, 3.52, 2.48], [-3.28, 3.77, 3.98], [-2.73, 4.61, 5.44], [-0.98, 3.06, 4.77], [-0.40, 4.70, 4.46], [-3.95, -3.76, 1.53], [-5.04, -2.93, 0.39], [-4.30, -1.96, -0.50], [-3.66, -0.57, 0.42], [-5.80, -2.42, 0.98], [-5.52, -3.70, -0.22], [-4.98, -1.57, -1.25], [-3.46, -2.45, -0.99], [-0.73, -1.58, 2.17], [0.28, -2.43, 3.37], [1.74, -2.17, 3.16], [2.34, -2.91, 1.65], [0.04, -3.49, 3.30], [-0.02, -2.06, 4.36], [2.32, -2.60, 3.97], [1.94, -1.10, 3.10]],
  "homo_energy_ev": -10.2688,
  "smiles": "O=C1C=CC(=O)C(Cl)=C1.ClCCCl.ClCCCl.ClCCCl.ClCCCl.ClCCCl.ClCCCl"
}

***

No. 2
{
  "formula": "C18H27ClNO4OsP2",
  "method": "ωB97M-V/def2-TZVPD",
  "elements": ["Os", "P", "C", "C", "N", "C", "C", "C", "C", "C", "P", "H", "H", "H", "H", "H", "H", "H", "H", "O", "H", "H", "O", "H", "C", "H", "H", "H", "C", "H", "H", "H", "C", "H", "H", "H", "C", "H", "H", "H", "Cl", "C", "C", "C", "C", "C", "C", "C", "O", "O", "H", "H", "H", "H"],
  "coordinates": [[0.18, 0.22, -0.89], [2.04, -0.82, -0.29], [2.34, -1.30, -2.03], [1.18, -1.82, -2.69], [-0.03, -1.34, -2.22], [-1.23, -1.72, -2.69], [-1.29, -2.68, -3.69], [-0.10, -3.17, -4.24], [1.14, -2.70, -3.77], [-2.45, -1.03, -2.12], [-2.04, 0.56, -1.27], [2.10, -2.99, -4.17], [-2.26, -3.00, -4.03], [-0.12, -3.90, -5.03], [-3.18, -0.81, -2.90], [-2.95, -1.66, -1.37], [2.23, 0.23, -2.55], [3.38, -1.60, -2.31], [0.73, 4.03, -1.62], [1.70, 1.03, -2.48], [1.07, 1.12, -3.22], [-0.01, 1.75, -0.43], [0.21, 3.89, -0.85], [0.71, 3.76, -0.01], [-2.40, 1.86, -2.51], [-3.41, 1.70, -2.90], [-2.30, 2.85, -2.03], [-1.66, 1.78, -3.32], [-3.28, 0.80, 0.05], [-3.03, 1.72, 0.60], [-4.28, 0.88, -0.39], [-3.22, -0.06, 0.74], [2.04, -2.38, 0.52], [2.94, -2.93, 0.24], [2.02, -2.22, 1.60], [1.16, -2.96, 0.24], [3.45, 0.13, 0.29], [3.25, 0.43, 1.32], [4.34, -0.50, 0.25], [3.61, 1.02, -0.32], [-0.04, 1.35, 8.02], [-0.11, 1.10, 6.32], [-0.43, -0.18, 5.82], [-0.50, -0.36, 4.43], [-0.24, 0.70, 3.57], [0.09, 1.97, 4.07], [0.15, 2.19, 5.47], [-0.28, 0.51, 2.08], [-0.68, -0.59, 1.54], [0.14, 1.54, 1.41], [-0.63, -1.00, 6.50], [-0.74, -1.34, 4.00], [0.30, 2.78, 3.39], [0.39, 3.17, 5.85]],
  "homo_energy_ev": [-17.5402, -18.2040],
  "relative_energy_ev": 2.793,
  "total_charge": 3,
  "s2": 6.060,
  "spin_multiplicity": 5
}

***

No. 3
{
  "formula": "C18H27IN5OY",
  "method": "ωB97M-V/def2-TZVPD",
  "elements": ["C", "I", "H", "H", "H", "C", "C", "N", "C", "N", "H", "H", "C", "C", "N", "H", "N", "H", "Y", "C", "O", "C", "C", "H", "H", "H", "C", "H", "H", "H", "C", "H", "H", "H", "C", "H", "H", "H", "C", "C", "C", "C", "C", "C", "N", "H", "H", "H", "H", "H", "H", "H", "H"],
  "coordinates": [[-4.79, -1.58, -2.21], [-3.25, -0.60, -0.89], [-4.32, -2.08, -3.06], [-5.44, -0.76, -2.50], [-5.29, -2.28, -1.54], [0.41, -2.61, 2.83], [0.52, -3.17, 1.61], [-0.29, -2.44, 0.76], [-0.94, -1.46, 1.49], [-0.42, -1.52, 2.73], [0.80, -2.93, 3.77], [1.04, -4.05, 1.27], [-0.24, 3.74, -2.41], [-0.55, 1.71, -1.43], [-0.24, 3.02, -1.23], [-0.67, 3.00, -4.45], [-0.70, 1.62, -2.80], [-0.01, 4.79, -2.46], [-0.22, -0.43, -0.65], [-2.09, -0.63, 1.12], [-2.71, 0.01, 1.96], [-0.55, 2.86, -3.39], [-0.94, 0.42, -3.57], [-0.02, 0.05, -4.06], [-1.67, 0.62, -4.37], [-1.38, -0.41, -2.95], [0.14, 3.58, 0.04], [0.00, 4.67, 0.04], [1.20, 3.37, 0.28], [-0.46, 3.15, 0.86], [-0.69, -0.63, 3.85], [-1.00, -1.22, 4.72], [-1.48, 0.07, 3.58], [0.22, -0.08, 4.12], [-0.66, -3.04, -0.54], [-1.08, -2.34, -1.32], [-1.44, -3.81, -0.40], [0.25, -3.51, -0.95], [1.22, 1.68, 2.49], [2.13, 0.92, 1.63], [3.53, 0.87, 1.75], [4.00, 0.08, 0.69], [2.88, -0.34, -0.04], [2.84, -1.17, -1.26], [1.72, 0.16, 0.54], [1.46, 2.75, 2.44], [1.35, 1.38, 3.54], [0.17, 1.53, 2.21], [4.11, 1.39, 2.51], [5.03, -0.18, 0.44], [3.87, -1.42, -1.56], [2.31, -2.14, -1.10], [2.38, -0.61, -2.12]],
  "homo_energy_ev": [1.6766, 2.6352],
  "total_charge": -2
}

***

No. 4
{
  "formula": "C18H27N2O3S",
  "method": "ωB97M-V/def2-TZVPD",
  "elements": ["C", "C", "C", "C", "C", "C", "O", "C", "C", "C", "C", "N", "C", "O", "C", "C", "S", "C", "C", "N", "C", "O", "C", "C", "H", "H", "H", "H", "H", "H", "H", "H", "H", "H", "H", "H", "H", "H", "H", "H", "H", "H", "H", "H", "H", "H", "H", "H", "H", "H", "H"],
  "coordinates": [[1.21, 0.95, 5.39], [-0.06, 0.11, 5.53], [0.19, -1.39, 5.39], [0.69, -1.78, 4.00], [0.76, -3.30, 3.84], [1.28, -3.75, 2.47], [0.36, -3.45, 1.43], [0.40, -2.30, 0.75], [1.41, -1.34, 0.79], [1.34, -0.20, 0.01], [0.24, 0.00, -0.81], [0.16, 1.20, -1.59], [0.36, 2.48, -1.01], [0.67, 2.66, 0.12], [0.06, 3.50, -2.09], [-0.06, 2.69, -3.37], [-1.50, 3.17, -4.41], [-0.97, 2.49, -6.04], [-1.93, 1.42, -6.54], [-2.29, 0.50, -5.44], [-0.16, 1.25, -2.89], [-0.48, 0.29, -3.59], [-0.77, -0.94, -0.88], [-0.69, -2.08, -0.11], [1.97, 0.61, 6.08], [0.99, 2.00, 5.61], [1.60, 0.90, 4.38], [-0.79, 0.43, 4.77], [-0.50, 0.30, 6.51], [0.92, -1.70, 6.14], [-0.74, -1.92, 5.59], [0.02, -1.36, 3.25], [1.69, -1.36, 3.84], [1.42, -3.72, 4.60], [-0.23, -3.72, 3.99], [1.35, -4.85, 2.46], [2.27, -3.34, 2.27], [2.27, -1.47, 1.43], [2.13, 0.53, 0.06], [0.84, 4.26, -2.12], [-0.88, 4.00, -1.83], [0.82, 2.80, -4.00], [-0.93, 3.32, -6.74], [0.03, 2.09, -5.91], [-2.84, 1.88, -6.94], [-1.45, 0.86, -7.34], [-1.44, 0.37, -4.76], [-3.03, 0.93, -4.86], [-2.61, -0.41, -5.78], [-1.63, -0.78, -1.51], [-1.47, -2.83, -0.14]],
  "homo_energy_ev": -10.8028,
  "relative_energy_ev": 0.114,
  "smiles": "CCCCCCOc1ccc(N2C(=O)C[C@H](SCC[NH3+])C2=O)cc1",
  "total_charge": 1
}

***

No. 5
{
  "formula": "C18H27N2O6",
  "method": "ωB97M-V/def2-TZVPD",
  "elements": ["C", "C", "C", "C", "N", "C", "C", "C", "C", "O", "O", "C", "C", "N", "H", "H", "H", "H", "H", "H", "H", "H", "H", "H", "H", "H", "H", "H", "H", "O", "C", "O", "C", "C", "C", "H", "H", "H", "H", "H", "H", "O", "C", "O", "C", "C", "C", "H", "H", "H", "H", "H", "H"],
  "coordinates": [[0.28, 1.28, 1.78], [0.21, 2.92, 1.52], [-0.78, 3.34, 0.28], [0.01, 3.47, -1.19], [0.12, 2.16, -1.93], [1.38, 1.39, -1.64], [2.63, 1.86, -0.69], [3.96, 0.90, -0.45], [5.15, 1.44, 0.55], [5.54, 0.68, 1.60], [5.75, 2.76, 0.27], [3.96, -0.57, -1.22], [2.65, -0.94, -2.14], [1.49, 0.01, -2.32], [-0.55, 0.70, 1.20], [0.07, 1.10, 2.94], [1.34, 0.82, 1.57], [1.28, 3.43, 1.46], [-0.29, 3.37, 2.50], [-1.75, 2.68, 0.21], [-1.16, 4.45, 0.51], [1.01, 4.08, -1.10], [-0.71, 4.16, -1.84], [-0.71, 1.54, -1.79], [2.62, 2.91, -0.17], [4.96, 3.41, 0.21], [4.87, -1.29, -1.06], [2.64, -2.00, -2.67], [0.70, -0.31, -2.95], [0.44, -3.30, -2.45], [0.37, -3.83, -1.35], [-0.73, -4.48, -0.88], [-0.51, -4.88, 0.47], [0.99, -4.92, 0.63], [1.45, -3.83, -0.31], [-0.98, -4.14, 1.13], [-0.96, -5.86, 0.65], [1.32, -4.77, 1.66], [1.37, -5.88, 0.28], [1.46, -2.85, 0.18], [2.42, -4.06, -0.75], [-4.00, 2.01, -1.30], [-4.10, 1.24, -0.35], [-3.38, 1.34, 0.80], [-3.68, 0.22, 1.63], [-5.02, -0.27, 1.17], [-5.00, 0.05, -0.30], [-2.89, -0.54, 1.50], [-3.69, 0.53, 2.68], [-5.19, -1.33, 1.39], [-5.82, 0.30, 1.66], [-4.56, -0.76, -0.89], [-6.00, 0.29, -0.67]],
  "homo_energy_ev": -12.4681,
  "relative_energy_ev": 8.545,
  "total_charge": 1
}

***

No. 6
{
  "formula": "C18H27N3O2",
  "method": "ωB97M-V/def2-TZVPD",
  "elements": ["C", "O", "C", "O", "C", "C", "C", "C", "C", "N", "N", "C", "N", "C", "C", "C", "C", "C", "C", "C", "C", "C", "C", "H", "H", "H", "H", "H", "H", "H", "H", "H", "H", "H", "H", "H", "H", "H", "H", "H", "H", "H", "H", "H", "H", "H", "H", "H", "H", "H"],
  "coordinates": [[-4.40, 4.84, 2.39], [-3.33, 3.89, 2.29], [-3.33, 3.03, 1.24], [-4.21, 2.98, 0.34], [-2.07, 2.12, 1.08], [-1.11, 2.74, 0.05], [0.13, 1.86, -0.13], [0.07, 0.56, 0.73], [1.30, -0.37, 0.56], [2.20, -0.58, 1.51], [3.25, -1.29, 1.01], [3.00, -1.52, -0.23], [1.75, -1.02, -0.62], [1.13, -1.13, -1.96], [0.43, -2.44, -2.18], [1.10, -3.74, -1.71], [2.47, -3.89, -2.34], [3.66, -3.69, -1.41], [3.99, -2.23, -1.12], [-0.14, 0.95, 2.21], [-1.29, 1.92, 2.42], [-1.23, -0.20, 0.44], [-2.48, 0.74, 0.55], [-5.42, 4.34, 2.43], [-4.36, 5.48, 1.53], [-4.29, 5.44, 3.31], [-0.86, 3.79, 0.34], [-1.67, 2.84, -0.89], [1.02, 2.47, 0.13], [0.21, 1.61, -1.16], [1.89, -1.04, -2.73], [0.42, -0.30, -2.14], [0.13, -2.49, -3.23], [-0.50, -2.41, -1.59], [1.11, -3.78, -0.64], [0.40, -4.56, -2.05], [2.50, -4.89, -2.74], [2.53, -3.28, -3.24], [4.54, -4.12, -1.89], [3.58, -4.23, -0.48], [5.00, -2.10, -0.68], [3.99, -1.69, -2.06], [-0.33, 0.05, 2.83], [0.80, 1.39, 2.56], [-1.96, 1.51, 3.21], [-0.89, 2.92, 2.75], [-1.28, -0.55, -0.58], [-1.31, -1.06, 1.14], [-3.23, 0.27, 1.20], [-2.89, 0.85, -0.46]],
  "homo_energy_ev": -9.0204,
  "relative_energy_ev": 2.510,
  "smiles": "COC(=O)[C@]12CC[C@](c3nnc4n3CCCCCC4)(CC1)CC2"
}

***

No. 7
{
  "formula": "C18H27N3O2",
  "method": "ωB97M-V/def2-TZVPD",
  "elements": ["C", "C", "C", "C", "N", "C", "O", "C", "C", "C", "C", "C", "O", "C", "C", "N", "C", "C", "C", "C", "N", "C", "C", "H", "H", "H", "H", "H", "H", "H", "H", "H", "H", "H", "H", "H", "H", "H", "H", "H", "H", "H", "H", "H", "H", "H", "H", "H", "H", "H"],
  "coordinates": [[5.18, 1.29, 4.32], [4.20, 2.00, 3.39], [4.91, 2.70, 2.24], [3.94, 3.43, 1.31], [3.02, 2.53, 0.67], [1.70, 2.50, 0.97], [1.18, 3.29, 1.73], [0.93, 1.42, 0.28], [1.26, 1.00, -1.03], [0.56, 0.02, -1.67], [-0.51, -0.60, -1.00], [-1.45, -1.60, -1.26], [-1.71, -2.44, -2.29], [-0.84, -2.37, -3.41], [-1.28, -3.44, -4.40], [-2.23, -1.70, -0.17], [-3.33, -2.61, 0.01], [-4.53, -2.30, -0.90], [-5.38, -1.11, -0.44], [-4.67, 0.23, -0.56], [-1.89, -0.85, 0.80], [-0.85, -0.17, 0.33], [-0.13, 0.86, 0.96], [4.65, 0.80, 5.13], [5.75, 0.54, 3.78], [5.88, 2.01, 4.75], [3.49, 1.27, 2.99], [3.62, 2.74, 3.95], [5.48, 1.97, 1.66], [5.62, 3.43, 2.64], [4.50, 3.99, 0.55], [3.33, 4.14, 1.89], [3.42, 1.78, 0.13], [2.06, 1.50, -1.55], [0.82, -0.26, -2.68], [-0.90, -1.38, -3.87], [0.19, -2.55, -3.09], [-0.64, -3.43, -5.27], [-2.31, -3.26, -4.71], [-1.23, -4.42, -3.93], [-2.97, -3.62, -0.21], [-3.62, -2.55, 1.06], [-5.16, -3.19, -0.92], [-4.17, -2.13, -1.91], [-6.29, -1.10, -1.04], [-5.68, -1.27, 0.60], [-4.29, 0.37, -1.57], [-3.85, 0.31, 0.14], [-5.37, 1.04, -0.35], [-0.39, 1.19, 1.95]],
  "homo_energy_ev": -7.6668,
  "relative_energy_ev": 2.254,
  "smiles": "CCCCNC(=O)c1ccc2c(OCC)n(CCCC)nc2c1"
}

***

No. 8
{
  "formula": "C18H27N3O5",
  "method": "ωB97M-V/def2-TZVPD",
  "elements": ["C", "C", "O", "C", "O", "N", "C", "C", "N", "C", "C", "C", "O", "N", "C", "C", "C", "O", "C", "C", "C", "C", "O", "C", "C", "C", "H", "H", "H", "H", "H", "H", "H", "H", "H", "H", "H", "H", "H", "H", "H", "H", "H", "H", "H", "H", "H", "H", "H", "H", "H", "H", "H"],
  "coordinates": [[-5.46, -1.32, 2.90], [-6.17, -1.23, 1.56], [-5.43, -0.45, 0.62], [-4.43, -1.11, -0.01], [-4.16, -2.27, 0.17], [-3.80, -0.32, -0.91], [-3.99, 1.10, -1.04], [-2.74, 1.84, -0.54], [-1.58, 1.40, -1.29], [-0.40, 2.19, -0.99], [0.69, 2.01, -2.06], [1.64, 0.85, -1.79], [1.70, -0.13, -2.50], [2.39, 1.05, -0.68], [3.35, 0.22, -0.09], [3.67, -1.03, -0.60], [4.63, -1.81, 0.04], [5.02, -3.05, -0.38], [4.40, -3.59, -1.53], [5.26, -1.33, 1.18], [4.94, -0.08, 1.68], [3.99, 0.70, 1.06], [3.59, 1.96, 1.48], [4.20, 2.49, 2.63], [-1.38, -0.03, -1.10], [-2.61, -0.79, -1.59], [-6.08, -1.86, 3.61], [-5.25, -0.33, 3.30], [-4.52, -1.86, 2.78], [-7.13, -0.71, 1.66], [-6.33, -2.23, 1.15], [-4.87, 1.41, -0.47], [-4.13, 1.34, -2.10], [-2.88, 2.91, -0.69], [-2.62, 1.65, 0.55], [-0.71, 3.23, -0.99], [0.00, 1.95, 0.01], [0.20, 1.83, -3.02], [1.28, 2.92, -2.12], [2.28, 1.92, -0.18], [3.16, -1.37, -1.48], [3.32, -3.70, -1.39], [4.58, -2.97, -2.41], [4.85, -4.57, -1.68], [6.01, -1.94, 1.66], [5.45, 0.27, 2.57], [5.28, 2.61, 2.49], [3.75, 3.47, 2.78], [4.02, 1.87, 3.51], [-0.52, -0.35, -1.68], [-1.20, -0.27, -0.04], [-2.50, -1.86, -1.39], [-2.74, -0.63, -2.67]],
  "homo_energy_ev": -7.7933,
  "relative_energy_ev": 2.559,
  "smiles": "CCOC(=O)N1CCN(CCC(=O)Nc2cc(OC)ccc2OC)CC1"
}